Computed, not measured: a 2-piece molecular cluster, C19H37NO2SSi overall in a non-equilibrium geometry, with ωB97M-V/def2-TZVPD.

Values from the calculation:
- LUMO level (eV) = 0.52
- HOMO-LUMO gap (eV) = 9.06
- largest force on an atom (Eh/bohr) = 0.05002
- electronic energy (hartree) = -1639.0097
- HOMO level (eV) = -8.54

Atoms and positions in Å:
S1 0.35076 -4.27220 2.67059
Si1 -1.14965 1.54515 -1.82507
O1 -0.15711 2.93041 -1.82616
O2 -1.05424 -4.50402 3.11225
N1 3.40010 1.32380 0.54370
C1 3.90642 -0.04981 0.24465
C2 -3.01969 -2.37069 0.91685
C3 0.55975 4.65312 0.71649
C4 -1.28204 -0.70176 1.81375
C5 -2.45343 -1.01264 0.80237
C6 2.59438 -0.61380 -1.98753
C7 -0.86926 4.49932 0.03474
C8 -2.91648 -0.03999 -0.19828
C9 1.77155 4.81385 -0.27499
C10 0.35810 -4.28293 0.86764
C11 0.04812 0.03547 -1.70459
C12 -0.85368 4.14318 -1.49100
C13 -2.31284 1.40555 -0.31536
C14 -4.07812 -2.80770 0.01258
C15 -4.57539 -1.84679 -0.98106
C16 -3.99817 -0.50220 -1.08775
C17 1.24182 -5.82632 2.86884
C18 1.49910 0.54435 -2.12825
C19 2.86748 -0.98149 -0.47757
H1 2.24101 -5.72905 2.44214
H2 -0.18814 -3.40723 0.51539
H3 -5.40263 -2.16866 -1.66012
H4 0.69745 -6.63167 2.37373
H5 -1.28543 0.35283 2.17959
H6 1.98396 3.78970 -0.70275
H7 2.22657 -1.46576 -2.61492
H8 1.86696 1.38632 -1.49230
H9 0.05436 -0.30593 -0.63440
H10 -0.33830 -0.95214 1.24312
H11 4.11293 -0.53388 1.24980
H12 3.32447 -2.01585 -0.48243
H13 1.38728 -4.23685 0.50831
H14 -0.30873 -0.74319 -2.42452
H15 4.89969 -0.02891 -0.28929
H16 -1.89044 1.35196 -3.08637
H17 2.37370 1.27656 0.53063
H18 0.67826 3.82371 1.46195
H19 -3.15493 2.14708 -0.35040
H20 -4.51475 -3.83527 0.04944
H21 -1.70827 1.56693 0.62057
H22 1.58138 5.49384 -1.14029
H23 -1.89729 4.18658 -1.93366
H24 -1.37564 5.50766 0.11835
H25 -0.29604 4.97869 -2.00869
H26 -1.30832 -1.40433 2.68801
H27 -2.65497 -3.10252 1.67567
H28 1.43738 0.89139 -3.19862
H29 3.55609 -0.23825 -2.43787
H30 2.70516 5.08720 0.29346
H31 -1.47396 3.80555 0.67262
H32 -4.45113 0.14981 -1.87660
H33 3.61496 1.51540 1.52959
H34 -0.12929 -5.18713 0.50014
H35 1.91336 -0.96667 0.11229
H36 1.32247 -6.04335 3.93336
H37 0.52331 5.60361 1.32822

Results of the Löwdin charge analysis, in e, for atoms 1 through 4: 0.792 0.615 -0.271 -0.557